(1)
Below is a 2-piece molecular cluster, C2H6O3 overall in a non-equilibrium geometry, with properties calculated with wB97M-V/def2-TZVPD.

XYZ file:
```
11
C2H6O3 | the OMol25 dataset | wB97M-V/def2-TZVPD
O -0.745 -0.380 1.262
O -1.834 1.582 1.415
C -1.248 0.579 0.744
C -1.421 0.748 -0.763
H -1.590 1.458 2.373
H -2.391 0.328 -1.080
H -0.616 0.223 -1.303
H -1.393 1.815 -1.040
O 3.867 -1.735 -0.524
H 4.410 -2.542 -0.375
H 2.962 -2.075 -0.709
```

Output
SMILES	CC(=O)O.O
HOMO level	-10.6	eV
max |F|	1.59	eV/A
energy above the lowest of the compared OMol25 structures with the same formula, charge and spin	9.8	kcal/mol
lowest unoccupied orbital energy	0.7	eV
molecular weight	78.1	g mol⁻¹
spin multiplicity	1

---

(2)
Below is a 2-piece molecular cluster, CH7N2S2 overall, with properties calculated with wB97M-V/def2-TZVPD.

XYZ file:
```
12
CH7N2S2 | the OMol25 dataset | wB97M-V/def2-TZVPD
S 0.209 0.366 2.792
S 2.144 0.408 2.006
H -0.243 -0.528 1.912
H 2.725 -0.313 2.972
N -1.050 0.918 -1.797
C -0.237 -0.043 -1.440
N -0.510 -0.954 -0.541
H -1.930 1.091 -1.331
H -0.707 1.608 -2.450
H 0.748 -0.065 -1.889
H 0.249 -1.506 -0.181
H -1.397 -0.982 -0.054
```

Output
total charge	+1
HOMO level	-12.8	eV
max |F|	0.57	eV/A
energy above the lowest of the compared OMol25 structures with the same formula, charge and spin	8.8	kcal/mol
lowest unoccupied orbital energy	-4.0	eV
molecular weight	111.2	g mol⁻¹
spin multiplicity	1

---

(3)
Below is CH2N4O3 as an isolated structure in a non-equilibrium geometry, with properties calculated with wB97M-V/def2-TZVPD.

XYZ file:
```
10
CH2N4O3 | the OMol25 dataset | wB97M-V/def2-TZVPD
C -0.473 0.202 0.346
H -2.428 -1.191 -1.146
H 2.297 -1.081 -0.865
N -1.491 -0.012 -0.362
N -0.564 1.423 0.983
N 0.548 1.747 1.460
N 0.883 -0.327 0.437
O -1.458 -1.235 -0.964
O 1.449 0.897 1.045
O 1.237 -0.422 -0.933
```

Output
HOMO level	-9.6	eV
max |F|	6.21	eV/A
energy above the lowest of the compared OMol25 structures with the same formula, charge and spin	81.4	kcal/mol
lowest unoccupied orbital energy	-0.4	eV
molecular weight	118.1	g mol⁻¹
spin multiplicity	1

---

(4)
Below is C17H26AlBeBr3Cl4F7KN3O8 as an isolated structure in a non-equilibrium geometry, with properties calculated with wB97M-V/def2-TZVPD.

XYZ file:
```
71
C17H26AlBeBr3Cl4F7KN3O8 | the OMol25 dataset | wB97M-V/def2-TZVPD
O -5.303 2.553 0.772
C -5.094 1.506 1.210
N -4.779 0.361 1.531
C -3.453 0.154 2.029
Cl -2.942 -1.533 1.341
C -2.369 1.139 1.559
N -2.230 2.216 2.563
C -1.812 1.649 3.907
C -2.236 0.186 4.007
O -3.516 0.021 3.379
H -1.422 0.602 1.584
H -2.487 1.493 0.537
H -3.109 2.709 2.734
H -1.584 2.947 2.257
H -0.758 1.820 4.137
H -2.365 2.199 4.656
H -1.468 -0.447 3.540
H -2.263 -0.102 5.058
C 0.680 0.586 -0.457
O 1.053 0.949 0.743
N 1.204 1.010 -1.542
C 0.733 0.536 -2.851
C 2.334 1.950 -1.549
H -0.117 -0.150 -0.606
H 1.562 0.039 -3.368
H 0.398 1.391 -3.435
H -0.087 -0.168 -2.730
H 3.148 1.468 -1.013
H 2.104 2.906 -1.080
H 2.596 2.082 -2.589
C -3.330 0.957 8.353
Br -4.756 1.622 9.459
Br -3.943 -0.451 7.171
Br -2.448 2.349 7.356
H -2.594 0.519 9.012
F -0.549 2.881 5.647
Be 1.165 -0.479 1.576
F 1.812 -2.295 -1.658
Al 2.262 -2.817 -3.248
F 1.029 -3.774 -3.900
F 3.712 -3.675 -3.187
F 2.461 -1.406 -4.211
C -4.765 -2.986 4.181
C -5.685 -3.648 3.182
O -6.157 -4.756 3.894
C -6.129 -4.428 5.213
O -6.699 -5.015 6.083
O -5.390 -3.315 5.416
F -5.012 -4.107 2.071
H -3.759 -3.417 4.164
H -4.697 -1.911 4.051
H -6.520 -3.025 2.859
C 5.936 1.493 -2.476
Cl 5.952 1.019 -0.764
Cl 7.456 1.067 -3.247
Cl 4.575 0.754 -3.314
H 5.826 2.569 -2.523
F -5.350 -6.561 5.411
O 4.998 3.131 -6.275
C 5.446 2.202 -6.887
O 5.578 0.973 -6.349
C 6.241 0.090 -7.273
C 6.018 0.715 -8.643
C 5.976 2.206 -8.308
H 7.299 0.041 -7.004
H 5.810 -0.903 -7.189
H 6.782 0.443 -9.368
H 5.051 0.402 -9.039
H 6.970 2.656 -8.308
H 5.314 2.763 -8.964
K -2.307 -3.957 0.711
```

Output
total charge	+1
HOMO level	-10.5	eV
max |F|	2.92	eV/A
lowest unoccupied orbital energy	-8.9	eV
molecular weight	990.0	g mol⁻¹
spin multiplicity	1

---

(5)
Below is a 2-piece molecular cluster, C8H9NO2S overall in a non-equilibrium geometry, with properties calculated with wB97M-V/def2-TZVPD.

XYZ file:
```
21
C8H9NO2S | the OMol25 dataset | wB97M-V/def2-TZVPD
C 3.037 -0.017 -0.655
C 2.110 0.613 -1.425
C 2.536 -0.547 0.600
C 0.751 0.619 -1.144
C 1.186 -0.384 0.923
C 0.417 0.412 0.123
C -1.837 -1.094 -0.834
C -1.018 0.568 0.566
N -2.616 -1.607 0.054
O -1.506 -1.134 -1.953
O -1.412 0.087 1.823
S -2.137 1.802 -0.164
H 4.082 0.064 -0.834
H 2.473 1.172 -2.241
H 3.257 -0.994 1.279
H -0.057 1.046 -1.760
H 0.743 -0.594 1.843
H -2.728 -1.219 1.066
H -3.459 -2.191 -0.242
H -2.073 0.642 2.276
H -1.748 2.756 0.698
```

Output
HOMO level	-7.2	eV
max |F|	4.79	eV/A
energy above the lowest of the compared OMol25 structures with the same formula, charge and spin	73.1	kcal/mol
lowest unoccupied orbital energy	0.3	eV
molecular weight	183.2	g mol⁻¹
spin multiplicity	1

---

(6)
Below is the molecule C3HCl2NO in a non-equilibrium geometry, with properties calculated with wB97M-V/def2-TZVPD.

XYZ file:
```
8
C3HCl2NO | the OMol25 dataset | wB97M-V/def2-TZVPD
C -1.198 0.783 -0.052
C 1.185 0.200 0.108
C -0.256 -0.367 -0.020
N -1.873 1.727 -0.084
O 1.512 1.171 -0.449
Cl -0.243 -1.272 -1.487
Cl -0.759 -1.615 1.342
H 1.633 -0.627 0.642
```

Output
HOMO level (alpha / beta)	-7.4 / -11.7	eV
max |F|	9.36	eV/A
energy above the lowest of the compared OMol25 structures with the same formula, charge and spin	27.7	kcal/mol
lowest unoccupied orbital energy (alpha / beta)	-0.4 / -4.1	eV
molecular weight	138.0	g mol⁻¹
spin multiplicity	3

---

(7)
Below is a 10-piece molecular cluster, C5H27NO11 overall in a non-equilibrium geometry, with properties calculated with wB97M-V/def2-TZVPD.

XYZ file:
```
44
C5H27NO11 | the OMol25 dataset | wB97M-V/def2-TZVPD
O 0.100 1.903 0.099
C -0.401 0.814 0.302
O -0.622 -0.087 -0.629
C -0.772 0.371 1.692
C -2.332 0.507 1.928
C -3.238 0.371 0.631
C -2.736 -1.924 0.283
N -3.267 -0.862 -0.119
H -0.049 0.257 -1.538
H -0.741 -0.678 2.010
H -0.240 1.002 2.424
H -2.591 1.518 2.272
H -2.802 -0.045 2.764
H -2.809 1.223 0.082
H -4.284 0.653 0.739
H -2.022 -2.021 1.127
H -2.951 -2.913 -0.108
H 2.570 -0.690 2.328
H 2.005 0.148 3.315
O 1.721 -0.622 2.795
H 2.895 -3.621 -0.765
H 3.733 -2.898 0.331
O 3.660 -3.696 -0.193
H 0.969 4.636 -1.696
H -0.282 3.898 -1.663
O 0.640 3.728 -1.897
H -2.995 0.918 -3.035
H -1.942 -0.153 -2.862
O -2.085 0.714 -3.285
H 1.986 3.617 -0.487
H 1.152 3.465 0.809
O 1.909 3.939 0.415
H 4.436 1.404 1.002
H 5.200 0.219 0.509
O 4.993 0.683 1.329
H -1.389 -2.703 -2.428
H -1.350 -4.120 -2.051
O -1.181 -3.560 -2.829
H -0.192 0.779 -3.387
H 0.561 1.821 -2.452
O 0.578 0.919 -2.807
H 1.614 -3.601 2.049
H 0.973 -2.329 1.690
O 1.578 -2.982 1.310
```

Output
SMILES	C=NCCCC(=O)O.O.O.O.O.O.O.O.O.O
HOMO level	-9.8	eV
max |F|	3.05	eV/A
energy above the lowest of the compared OMol25 structures with the same formula, charge and spin	61.5	kcal/mol
lowest unoccupied orbital energy	0.1	eV
molecular weight	277.3	g mol⁻¹
spin multiplicity	1

---

(8)
Below is a 2-piece molecular cluster, C3H7O overall in a non-equilibrium geometry, with properties calculated with wB97M-V/def2-TZVPD.

XYZ file:
```
11
C3H7O | the OMol25 dataset | wB97M-V/def2-TZVPD
C -0.611 1.547 -0.266
O -0.761 2.727 0.147
C -0.531 0.948 -1.500
C 0.738 -1.513 0.967
H -0.429 0.873 0.622
H -0.950 1.626 -2.233
H -0.611 -0.106 -1.678
H 0.709 -0.677 1.663
H 0.037 -1.279 0.160
H 1.725 -1.684 0.535
H 0.685 -2.462 1.583
```

Output
total charge	-1
HOMO level	-2.2	eV
max |F|	2.52	eV/A
energy above the lowest of the compared OMol25 structures with the same formula, charge and spin	12.8	kcal/mol
lowest unoccupied orbital energy	4.1	eV
molecular weight	59.1	g mol⁻¹
spin multiplicity	1